A molecular structure, C24H42IIrN5O7S2Si, computed with ωB97M-V/def2-TZVPD.

Computed properties:
Maximum force   0.43 eV/A
Charge   +1
HOMO   -0.386 Ha
Spin multiplicity   1
Energy   -3228.19189 hartree
M   923.97 u

Geometry as XYZ:
```
83
C24H42IIrN5O7S2Si ωB97M-V/def2-TZVPD
Ir 1.15 0.67 -0.38
C 0.15 3.21 3.95
C 1.32 3.21 3.05
N 2.37 3.95 3.14
N 3.14 3.62 2.05
C 2.58 2.68 1.29
S 3.04 1.96 -0.17
N 1.43 2.40 1.93
N 0.52 1.46 1.41
H 0.36 3.85 4.80
H -0.07 2.20 4.31
H -0.73 3.60 3.43
H 4.01 4.10 1.89
H 0.40 0.70 2.08
H -0.35 1.98 1.21
C -2.28 0.59 -1.13
C -1.97 -0.75 -0.50
C -2.86 -1.01 0.70
C -2.10 -1.86 -1.54
O -0.55 -0.71 -0.04
Si 0.25 -1.85 0.94
S 2.19 -1.05 0.84
O -0.44 -1.57 2.39
C -0.17 -2.10 3.72
C 0.80 -3.27 3.65
C -1.51 -2.53 4.29
C 0.43 -0.95 4.51
O 0.05 -3.38 0.51
C 0.73 -4.32 -0.37
C -0.28 -5.42 -0.66
C 1.17 -3.63 -1.65
C 1.93 -4.87 0.38
H -3.31 0.58 -1.49
H -1.62 0.80 -1.97
H -2.20 1.40 -0.40
H -3.90 -0.95 0.38
H -2.69 -0.27 1.48
H -2.69 -2.00 1.13
H -3.11 -1.87 -1.93
H -1.89 -2.83 -1.10
H -1.41 -1.68 -2.37
H 0.38 -4.08 3.05
H 0.97 -3.66 4.66
H 1.76 -2.97 3.23
H -1.94 -3.31 3.68
H -2.20 -1.68 4.32
H -1.38 -2.90 5.31
H 1.36 -0.61 4.04
H 0.67 -1.26 5.53
H -0.28 -0.12 4.57
H -1.14 -5.02 -1.20
H -0.63 -5.86 0.28
H 0.18 -6.20 -1.26
H 0.32 -3.15 -2.14
H 1.58 -4.37 -2.34
H 1.93 -2.87 -1.44
H 1.62 -5.36 1.30
H 2.63 -4.06 0.63
H 2.46 -5.60 -0.23
N 2.91 1.00 -3.39
C 1.98 0.06 -3.27
O 1.47 -0.27 -2.19
C 1.59 -0.72 -4.48
I 0.92 0.51 -6.08
H 3.20 1.55 -2.61
H 3.21 1.29 -4.31
H 0.78 -1.40 -4.21
H 2.44 -1.29 -4.86
O -1.66 5.64 -0.65
C -1.55 5.21 -1.92
C -2.13 5.99 -2.92
C -2.05 5.60 -4.24
C -1.38 4.43 -4.60
C -0.81 3.66 -3.62
C -0.88 4.03 -2.27
C -0.27 3.17 -1.23
O 0.29 2.09 -1.64
O -0.34 3.49 -0.02
H -1.20 4.98 -0.10
H -2.65 6.90 -2.63
H -2.50 6.22 -5.01
H -1.32 4.13 -5.64
H -0.29 2.74 -3.87
```